Entry 1:
Entry from the OMol25 dataset: 6 unconnected molecules or ions with the total composition C18H48O6 (ωB97M-V/def2-TZVPD).

Geometry as ORCA input:
```
! RIJCOSX wB97M-V def2-TZVPD def2/J DEFGRID3
* xyz 0 1
C 24.8813 11.1095 -30.2959
C 23.3838 10.9740 -30.0209
C 23.0484 10.9626 -28.5527
O 22.6772 12.1172 -30.5477
H 25.4012 10.1767 -30.0888
H 25.2661 11.9240 -29.6736
H 25.0956 11.4619 -31.3071
H 22.9746 10.1068 -30.5519
H 21.9990 10.7701 -28.3534
H 23.3289 11.9199 -28.1024
H 23.6919 10.2684 -28.0024
H 22.9433 12.2885 -31.4560
C 22.0342 9.2236 -23.0791
C 21.1837 9.0976 -24.3406
C 21.9452 9.3477 -25.6357
O 20.5829 7.8025 -24.3734
H 22.5562 8.2920 -22.8443
H 21.4958 9.5935 -22.2085
H 22.8578 9.9313 -23.2273
H 20.4037 9.8669 -24.2604
H 22.5873 8.5140 -25.9176
H 22.5892 10.2303 -25.5555
H 21.2382 9.6152 -26.4229
H 20.0663 7.7692 -25.1989
C 19.7122 5.0740 -26.5523
C 18.6039 6.0555 -26.9389
C 17.4253 5.9328 -26.0029
O 19.1479 7.4045 -26.8645
H 20.6938 5.2816 -26.9778
H 19.4652 4.0629 -26.8943
H 19.8247 5.0440 -25.4666
H 18.3391 5.8725 -27.9832
H 16.9109 4.9785 -26.1387
H 16.6972 6.7325 -26.1389
H 17.7324 5.9571 -24.9547
H 19.0990 7.7670 -27.7510
C 19.8126 5.0389 -22.1174
C 18.6918 6.0329 -21.8051
C 18.0771 5.8384 -20.4301
O 19.2640 7.3419 -21.7881
H 20.2330 5.2836 -23.0952
H 19.3902 4.0315 -22.1788
H 20.6058 5.0824 -21.3746
H 17.9198 6.0266 -22.5819
H 18.8468 5.8066 -19.6600
H 17.5421 4.8868 -20.3904
H 17.3955 6.6655 -20.2426
H 19.7978 7.4789 -22.5848
C 22.8693 13.5916 -25.3380
C 21.3917 13.3511 -25.6342
C 20.5822 13.0893 -24.3854
O 20.8430 14.4999 -26.3047
H 23.3747 12.6344 -25.1471
H 23.0015 14.1122 -24.3857
H 23.4088 14.0935 -26.1370
H 21.3257 12.4640 -26.2780
H 20.7742 12.1023 -23.9578
H 19.5184 13.0783 -24.6304
H 20.7587 13.8315 -23.6064
H 21.0343 14.3740 -27.2407
C 23.3903 5.6203 -24.6080
C 23.3508 5.6597 -23.0816
C 23.5345 4.2513 -22.5038
O 24.3810 6.5023 -22.5595
H 23.4829 6.6273 -25.0235
H 22.4590 5.2298 -25.0227
H 24.2023 4.9948 -24.9894
H 22.4116 6.1420 -22.8035
H 23.5661 4.3249 -21.4191
H 24.4855 3.8979 -22.9089
H 22.7757 3.5330 -22.8169
H 25.1108 6.5042 -23.1889
*
```

Computed properties:
**LUMO energy**: 0.30 eV
**Energy relative to the best compared isomer or geometry (same formula, charge and spin)**: 11.9 kcal per mole
**SMILES string**: CC(C)O.CC(C)O.CC(C)O.CC(C)O.CC(C)O.CC(C)O
**HOMO-LUMO gap**: 0.3631 hartree
**F_max**: 1.292 eV Å⁻¹

---

Entry 2:
Entry from the OMol25 dataset: a single C2H4F2N2S molecule (ωB97M-V/def2-TZVPD).

Geometry as ORCA input:
```
! RIJCOSX wB97M-V def2-TZVPD def2/J DEFGRID3
* xyz 0 1
C 0.0669 -0.4896 -0.1554
C -1.4556 -0.7203 -0.2193
H 2.1349 0.4002 0.8278
H 2.1762 1.2248 -0.4911
H -0.3986 1.5037 0.1542
H -1.7177 -1.5950 -0.8177
N 1.6648 1.1794 0.3755
N 0.3747 0.7845 0.0683
F -1.9047 -0.9384 1.0552
F -2.1305 0.3779 -0.6430
S 1.1897 -1.7271 -0.1546
*
```

Computed properties:
**LUMO energy**: 0.26 eV
**Energy relative to the best compared isomer or geometry (same formula, charge and spin)**: 22.7 kcal per mole
**SMILES string**: NNC(=S)C(F)F
**HOMO-LUMO gap**: 0.3439 hartree
**F_max**: 1.995 eV Å⁻¹

---

Entry 3:
Entry from the OMol25 dataset: 2 unconnected molecules or ions with the total composition C3H8N5O2 (ωB97M-V/def2-TZVPD).

Geometry as ORCA input:
```
! RIJCOSX wB97M-V def2-TZVPD def2/J DEFGRID3
* xyz 1 1
C -1.1604 -2.5679 1.4262
C -0.3319 0.6765 -0.2782
C 0.8787 -0.2378 -0.5727
N -0.3031 -1.8038 1.5628
N 2.1195 0.2286 -0.3363
N -0.8255 2.8823 0.3605
N -0.0170 1.8145 0.1508
N 0.6635 -1.2956 -1.4368
O -1.5303 0.2444 -0.7701
O 0.6004 -1.0493 1.3599
H -1.7659 -3.4177 1.5059
H 2.8856 -0.3717 -0.6708
H -0.3555 3.5248 0.9968
H -1.8330 3.0410 0.3992
H 2.2085 0.9390 0.3845
H -0.3875 -1.6143 -1.3642
H -2.1789 0.8791 -0.8038
H 1.3328 -1.8721 -1.9138
*
```

Computed properties:
**LUMO energy**: -3.41 eV
**Energy relative to the best compared isomer or geometry (same formula, charge and spin)**: 18.5 kcal per mole
**HOMO-LUMO gap**: 0.3364 hartree
**F_max**: 4.644 eV Å⁻¹

---

Entry 4:
Entry from the OMol25 dataset: a gas-phase ion, C6H10N5 (charge +1) (ωB97M-V/def2-TZVPD).

Geometry as ORCA input:
```
! RIJCOSX wB97M-V def2-TZVPD def2/J DEFGRID3
* xyz 1 1
C -2.2475 0.3038 2.0437
C -0.0083 1.2444 -0.4571
C 1.0166 -0.8326 -0.7199
C -1.2585 -0.7614 -0.2626
C 0.1269 2.7247 -0.4301
C 2.2976 -1.4758 -0.6556
N -1.7979 1.1702 1.1099
N 0.9595 0.4324 -0.8153
N -2.3044 -0.9258 1.7219
N -1.1339 0.5825 0.0933
N -0.1901 -1.3770 -0.7772
H -2.6044 0.8076 3.0339
H -2.2292 -1.1739 -0.4878
H -0.7657 3.3171 -0.8413
H 1.0219 2.9957 -1.0883
H -0.0348 3.2456 0.5834
H 3.0138 -0.7230 -0.4649
H 2.7000 -2.2550 -1.4004
H 2.2674 -2.0521 0.3656
H -2.3682 -1.6040 2.3489
H -0.3154 -2.3280 -1.0463
*
```

Computed properties:
**LUMO energy (alpha / beta)**: -4.98 / -4.98 eV
**Energy relative to the best compared isomer or geometry (same formula, charge and spin)**: 87.9 kcal per mole
**HOMO-LUMO gap (alpha / beta)**: 0.2706 / 0.2706 hartree
**F_max**: 5.097 eV Å⁻¹

---

Entry 5:
Entry from the OMol25 dataset: a molecular structure, C27H44BrNOP2PdS (ωB97M-V/def2-TZVPD).

Geometry as ORCA input:
```
! RIJCOSX wB97M-V def2-TZVPD def2/J DEFGRID3
* xyz 0 1
C -4.2864 1.4036 3.9065
C -3.7182 0.2026 3.4756
C -4.5514 -0.7587 2.8661
C -5.9279 -0.4716 2.7671
N -6.4507 0.6786 3.2052
C -5.6664 1.5866 3.7880
C -2.2911 0.1113 3.5634
C -1.0632 0.0982 3.4708
C 0.2830 -0.3460 3.1664
C 1.0429 0.1799 2.0993
C 2.2268 -0.4845 1.6284
C 2.2721 -1.8493 1.9953
C 1.7781 -2.2493 3.2580
C 0.8123 -1.4509 3.8656
Pd 0.9376 -1.3740 0.0461
P -0.8827 0.0954 -0.6689
H -4.1632 -1.6866 2.4529
H -3.6455 2.1991 4.2715
H -6.6270 -1.1923 2.3298
H -6.1436 2.4892 4.1714
H 0.3962 -1.7512 4.8326
H 0.7692 1.1229 1.6629
H 2.1541 -3.1733 3.7214
H 3.1058 -0.0015 1.1968
C -0.5296 0.7168 -2.3587
C -1.6950 1.3083 -3.1310
H -0.0771 -0.0992 -2.9441
H 0.2514 1.4825 -2.2095
H -1.3219 1.5536 -4.1364
H -2.5409 0.6154 -3.2465
H -2.0534 2.2403 -2.6767
C -2.5401 -0.6861 -0.6598
C -3.7602 0.2287 -0.6232
H -2.5545 -1.3357 0.2310
H -2.5817 -1.3467 -1.5398
H -4.6499 -0.3757 -0.8428
H -3.9105 0.6749 0.3693
H -3.7232 1.0359 -1.3652
C -1.1862 1.6088 0.3383
C -1.9045 2.8371 -0.2186
H -0.1897 1.9885 0.5922
H -1.6424 1.2451 1.2728
H -1.8385 3.6034 0.5679
H -1.3695 3.2367 -1.0889
H -2.9689 2.7050 -0.4507
Br 3.0317 -3.2206 0.8134
P 0.5917 -2.9967 -1.5369
C -0.6849 -2.9722 -2.8380
C -0.2955 -3.6862 -4.1397
H -0.9125 -1.9134 -3.0342
H -1.6003 -3.4225 -2.4234
H -1.1095 -3.5943 -4.8747
H 0.6042 -3.2427 -4.5865
H -0.1222 -4.7626 -3.9883
C 2.2158 -2.7986 -2.3998
C 3.0117 -4.0919 -2.5267
H 2.7832 -2.0656 -1.7952
H 2.0243 -2.3396 -3.3832
H 4.0430 -3.8500 -2.8276
H 3.0709 -4.6164 -1.5622
H 2.5934 -4.7644 -3.2930
C 0.3434 -4.5595 -0.5930
C -0.0123 -5.8102 -1.3837
H -0.4458 -4.3050 0.1356
H 1.2559 -4.7287 0.0004
H -0.1212 -6.6506 -0.6855
H -0.9622 -5.6893 -1.9160
H 0.7757 -6.0902 -2.0961
C 3.6969 3.1245 0.2415
S 2.5817 3.6099 -1.0808
C 3.5021 2.7949 -2.3939
O 1.3125 2.8334 -0.9133
H 4.6450 3.6572 0.1293
H 3.8670 2.0410 0.1968
H 3.2422 3.4127 1.1901
H 3.8334 1.8094 -2.0370
H 2.8567 2.6950 -3.2655
H 4.3764 3.3965 -2.6612
*
```

Computed properties:
**LUMO energy (alpha / beta)**: 0.33 / 0.33 eV
**Energy relative to the best compared isomer or geometry (same formula, charge and spin)**: 67.9 kcal per mole
**HOMO-LUMO gap (alpha / beta)**: 0.2004 / 0.2005 hartree
**F_max**: 2.437 eV Å⁻¹